Entry 1:
The following is a DFT calculation (ωB97M-V/def2-TZVPD) of C13H36CrO15 as an isolated structure.

Atoms and positions in Å:
Cr (-1.042, 0.868, 0.147)
C (0.654, -0.813, -0.247)
O (-0.597, -1.038, -0.384)
O (0.662, 0.167, -0.914)
O (0.468, -0.351, 0.871)
C (2.499, -3.006, 2.428)
C (2.088, -2.024, 3.526)
O (2.385, -0.676, 3.194)
O (3.914, -3.140, 2.385)
H (2.132, -2.722, 1.442)
H (2.015, -3.962, 2.630)
H (2.463, -2.240, 4.526)
H (1.048, -2.171, 3.818)
H (1.901, -0.568, 2.372)
H (4.270, -2.438, 1.836)
C (0.566, 2.796, 1.916)
C (0.315, 3.641, 0.664)
O (-0.103, 2.898, -0.432)
O (-0.566, 1.924, 2.012)
H (0.605, 3.388, 2.830)
H (1.438, 2.148, 1.828)
H (1.216, 4.248, 0.581)
H (-0.442, 4.409, 0.818)
H (0.001, 3.396, -1.246)
H (-1.072, 2.077, 2.813)
C (-1.312, 0.698, -4.028)
C (-1.927, 1.673, -3.007)
O (-2.067, 1.009, -1.734)
O (-2.231, -0.251, -4.378)
H (-0.421, 0.308, -3.535)
H (-1.044, 1.289, -4.904)
H (-2.946, 1.964, -3.259)
H (-1.301, 2.564, -3.050)
H (-2.565, 0.232, -2.001)
H (-3.017, 0.170, -4.732)
C (2.743, 2.093, -2.835)
C (3.730, 1.949, -1.578)
O (3.017, 1.783, -0.336)
O (2.223, 0.797, -3.132)
H (3.272, 2.577, -3.656)
H (1.890, 2.647, -2.441)
H (4.406, 2.798, -1.481)
H (4.318, 1.049, -1.760)
H (2.364, 1.085, -0.423)
H (1.695, 0.567, -2.364)
C (-3.951, 1.979, 0.544)
C (-3.689, 0.869, 1.564)
O (-2.614, -0.006, 1.239)
O (-2.660, 2.509, 0.312)
H (-4.693, 2.696, 0.896)
H (-4.316, 1.670, -0.435)
H (-4.573, 0.233, 1.606)
H (-3.568, 1.345, 2.537)
H (-2.563, -0.677, 1.923)
H (-2.817, 3.369, -0.086)
C (0.339, -5.062, 0.278)
C (-0.984, -4.581, 0.848)
O (-1.670, -3.639, 0.065)
O (1.001, -6.009, 1.140)
H (0.937, -4.179, 0.053)
H (0.155, -5.534, -0.687)
H (-0.757, -4.135, 1.816)
H (-1.658, -5.404, 1.084)
H (-1.212, -2.805, -0.063)
H (1.647, -6.451, 0.583)

Net charge: +2
Strongest force on any atom, eV/Å: 15.47
Gap between HOMO and LUMO (alpha / beta), eV: 4.043 / 4.006
Multiplicity: 5

Atom charges from the Löwdin analysis, given in e for atoms 1 to 4: number 1, Cr, carries 1.22; number 2, C, carries -0.59; number 3, O, carries 0.08; number 4, O, carries 0.07



Entry 2:
The following is a DFT calculation (ωB97M-V/def2-TZVPD) of C13H37BrCuN5O4 as an isolated structure.

Atoms and positions in Å:
Cu (6.506, -4.372, -0.459)
Br (2.494, -2.534, 0.192)
C (-4.034, -0.301, 0.174)
O (-3.844, -0.798, 1.278)
N (-5.217, -0.155, -0.405)
N (-3.156, 0.403, -0.502)
H (-5.330, 0.343, -1.277)
H (-5.950, -0.699, 0.027)
H (-2.205, 0.363, -0.163)
H (-3.394, 1.095, -1.198)
C (0.198, -5.608, -5.515)
C (-1.205, -5.537, -4.862)
C (-1.360, -6.677, -3.863)
O (-1.258, -7.995, -4.460)
C (-1.544, -9.019, -3.535)
N (-1.356, -4.270, -4.187)
H (1.028, -5.555, -4.811)
H (0.387, -4.751, -6.161)
H (0.331, -6.485, -6.149)
H (-1.995, -5.397, -5.599)
H (-2.343, -6.544, -3.411)
H (-0.528, -6.635, -3.160)
H (-0.588, -9.390, -3.166)
H (-1.935, -9.870, -4.093)
H (-2.229, -8.666, -2.765)
H (-0.709, -4.114, -3.427)
H (-2.192, -4.300, -3.621)
C (2.510, 1.422, 6.363)
C (1.125, 0.888, 6.776)
C (-0.080, 1.756, 6.393)
O (0.144, 3.137, 6.687)
C (-0.870, 3.970, 6.205)
N (1.133, -0.521, 6.357)
H (2.745, 1.248, 5.313)
H (3.362, 1.072, 6.945)
H (2.541, 2.510, 6.434)
H (1.195, 0.962, 7.861)
H (-0.970, 1.383, 6.901)
H (-0.359, 1.628, 5.347)
H (-1.741, 3.528, 6.689)
H (-0.880, 4.243, 5.150)
H (-0.638, 4.968, 6.576)
H (2.062, -0.851, 6.578)
H (1.145, -0.642, 5.355)
C (2.376, 5.720, 0.140)
C (1.709, 5.018, -1.069)
C (1.235, 6.009, -2.137)
O (0.326, 5.472, -3.141)
C (0.929, 4.645, -4.111)
N (2.749, 4.056, -1.612)
H (1.750, 6.558, 0.449)
H (3.347, 6.132, -0.134)
H (2.569, 5.079, 1.001)
H (0.915, 4.342, -0.752)
H (2.088, 6.605, -2.461)
H (0.603, 6.737, -1.628)
H (0.296, 4.564, -4.994)
H (1.184, 3.633, -3.795)
H (1.811, 5.008, -4.638)
H (2.588, 4.069, -2.609)
H (2.528, 3.114, -1.323)

Net charge: +1
Strongest force on any atom, eV/Å: 4.35
Gap between HOMO and LUMO (alpha / beta), eV: 2.622 / 2.628
Multiplicity: 2
Energy above the lowest of the compared OMol25 structures with the same formula, charge and spin, eV: 7.918

Atom charges from the Löwdin analysis, given in e for atoms 1 to 4: number 1, Cu, carries 0.96; number 2, Br, carries 0.04; number 3, C, carries -0.76; number 4, O, carries 0.03